Entry 1:
The following is a DFT calculation (wB97M-V/def2-TZVPD) of a 7-piece molecular cluster, C15H33N3O10 overall at a distorted geometry.

The geometry in XYZ format:
```
61
Properties=species:S:1:pos:R:3:forces:R:3:lowdin_charge:R:1
C -0.354 -0.310 -0.456 -1.46 1.01 -0.81 0.0322
N 0.480 -0.738 -1.624 0.99 -2.09 1.07 -0.4031
O 0.051 -0.650 -2.763 0.79 0.08 1.41 0.0785
O 1.557 -1.296 -1.261 -1.97 1.04 -1.62 -0.0120
H -1.331 -0.839 -0.498 1.18 0.17 0.11 0.0678
H -0.598 0.764 -0.618 0.35 -0.71 0.32 0.0981
H 0.186 -0.512 0.464 -0.05 0.12 -0.21 0.0854
C 3.200 0.967 -0.011 1.74 -0.12 1.02 0.0356
N 2.323 1.987 -0.620 1.84 -0.35 0.71 -0.4189
O 2.516 3.145 -0.330 -0.28 0.36 -0.09 0.0758
O 1.488 1.543 -1.346 -1.30 0.66 -1.14 0.0659
H 4.270 1.283 0.076 -1.09 0.34 -0.28 0.1174
H 3.179 0.048 -0.590 -0.52 0.17 0.12 0.0593
H 2.838 0.864 1.020 -0.08 -0.28 -0.29 0.1077
C -3.382 -1.384 -2.233 -1.09 -0.38 0.40 0.0625
N -4.705 -0.795 -1.744 0.45 1.72 0.40 -0.4215
O -5.612 -1.497 -1.358 0.49 -0.64 -0.37 0.0607
O -4.754 0.436 -1.692 0.33 -1.02 -0.34 0.0383
H -2.916 -0.714 -2.927 -0.24 0.23 -0.62 0.0861
H -3.590 -2.392 -2.576 0.09 0.15 -0.22 0.1005
H -2.702 -1.436 -1.404 -0.22 -0.21 0.56 0.0382
C -0.883 -5.060 0.645 -1.22 -0.05 -0.69 -0.0115
C -0.567 -4.238 -0.570 -0.41 0.93 0.30 -0.4831
C 0.368 -4.884 -1.499 2.01 0.27 -0.81 -0.0311
O -1.067 -3.138 -0.771 0.31 -0.84 0.19 0.0357
H -0.923 -6.087 0.314 0.17 -0.51 0.17 0.0799
H -1.877 -4.802 0.975 -0.30 0.21 0.31 0.0835
H -0.195 -4.960 1.451 0.74 0.19 0.39 0.0687
H 1.300 -5.126 -0.941 -0.60 0.14 -0.19 0.0844
H 0.687 -4.223 -2.329 -0.47 -0.34 0.36 0.0987
H 0.016 -5.841 -1.864 -0.36 -0.12 -0.16 0.0851
C -0.438 4.860 -0.999 0.64 0.99 0.53 -0.0237
C -1.434 3.799 -1.341 -2.22 -1.49 -1.27 -0.4766
C -1.411 3.227 -2.764 1.99 1.53 -0.79 -0.0285
O -2.333 3.316 -0.648 1.75 1.38 0.44 0.0387
H -0.631 5.294 0.015 0.10 -0.31 -0.98 0.0747
H -0.369 5.681 -1.774 -0.53 -0.88 0.76 0.1076
H 0.590 4.442 -1.019 -0.59 -0.06 0.18 0.0656
H -1.967 2.328 -2.802 -0.64 -0.82 0.07 0.0493
H -0.348 3.011 -3.052 -0.81 0.14 0.10 0.0846
H -1.806 3.938 -3.547 0.33 -0.49 0.97 0.1005
C -2.030 3.171 2.877 -0.81 -0.21 -0.12 -0.0366
C -0.521 3.068 2.687 -0.57 -1.39 -0.09 -0.5086
C 0.237 4.341 2.828 1.63 0.01 1.75 -0.0316
O 0.038 1.988 2.533 -0.42 1.02 -0.05 0.0298
H -2.468 4.036 2.317 0.51 -0.52 0.66 0.0875
H -2.206 3.284 3.984 0.05 0.07 -1.04 0.0976
H -2.595 2.270 2.521 0.83 0.64 0.36 0.0922
H 0.154 4.999 1.978 -0.02 0.08 -0.31 0.0535
H 1.320 4.073 3.046 -1.25 0.49 -0.55 0.1078
H -0.140 4.893 3.725 0.15 -0.32 -0.72 0.0973
C 1.912 -2.391 2.464 1.30 0.86 0.70 -0.0083
C 2.730 -3.100 1.384 -2.64 0.19 -0.01 -0.4654
C 4.052 -2.596 0.978 0.98 0.31 0.58 -0.0094
O 2.175 -4.007 0.783 0.96 0.34 0.47 0.0481
H 1.965 -2.982 3.396 -0.55 -0.14 -0.49 0.0907
H 0.894 -2.158 2.121 0.32 -0.46 0.25 0.0802
H 2.405 -1.451 2.801 -0.33 -0.32 -0.53 0.0787
H 4.746 -2.337 1.782 -0.39 -0.02 0.28 0.0953
H 3.993 -1.707 0.352 -0.33 -0.11 -0.16 0.0695
H 4.484 -3.405 0.456 0.74 -0.64 -1.00 0.0748
```
Forces are in eV/Å.

HOMO-LUMO gap: 9.54 eV
SMILES: C[N+](=O)[O-].C[N+](=O)[O-].C[N+](=O)[O-].CC(C)=O.CC(C)=O.CC(C)=O.CC(C)=O
largest force on an atom: 2.96 eV/Å
total charge: 0
E_HOMO: -9.49 eV



Entry 2:
The following is a DFT calculation (wB97M-V/def2-TZVPD) of C18H23BrN5OPtSSi as an isolated structure.

The geometry in XYZ format:
```
51
Properties=species:S:1:pos:R:3:forces:R:3:lowdin_charge:R:1
Pt 0.197 -0.062 0.326 0.65 -0.41 -0.03 1.0642
C 4.037 1.269 -3.735 -0.07 -0.08 0.10 -0.1621
Si 3.727 2.885 -2.880 0.09 0.00 -0.14 0.5070
C 2.291 3.799 -3.620 -0.09 0.10 0.06 -0.1645
C 5.267 3.903 -2.811 -0.06 0.09 0.08 -0.1651
C 3.284 2.468 -1.042 -0.16 -0.11 0.09 -0.1648
C 4.095 2.902 0.018 0.00 0.01 0.08 -0.0096
C 3.803 2.580 1.330 0.01 0.02 -0.02 0.0335
C 2.662 1.812 1.622 0.04 -0.02 -0.06 -0.0684
N 1.867 1.400 0.659 -0.17 0.15 0.05 -0.1215
C 2.169 1.708 -0.642 0.06 0.06 -0.02 -0.7023
S 1.030 0.994 -1.693 -0.26 0.12 -0.08 0.8335
H 4.356 1.488 -4.756 0.02 -0.07 -0.02 0.0557
H 3.144 0.642 -3.791 0.05 -0.02 -0.05 0.0148
H 4.832 0.707 -3.243 0.01 -0.03 -0.07 0.0491
H 2.563 4.087 -4.638 -0.03 0.01 0.00 0.0554
H 2.058 4.714 -3.073 0.00 -0.01 -0.02 0.0475
H 1.387 3.192 -3.684 0.00 0.00 -0.02 0.0126
H 5.552 4.156 -3.834 0.06 0.01 0.02 0.0570
H 6.096 3.354 -2.361 0.05 0.04 -0.04 0.0507
H 5.127 4.844 -2.274 0.05 -0.01 -0.02 0.0512
H 4.974 3.498 -0.194 0.00 -0.01 0.00 0.1178
H 4.443 2.907 2.138 -0.02 -0.01 0.01 0.1354
H 2.411 1.528 2.636 0.01 0.00 0.01 0.1346
C 1.473 -3.973 2.988 -0.03 -0.01 0.01 0.0454
N 0.667 -3.816 1.761 0.05 -0.03 0.03 -0.0158
C 0.155 -4.889 1.092 0.04 -0.06 0.09 0.0226
C -0.538 -4.749 -0.055 -0.04 -0.02 -0.06 0.0401
C -0.709 -3.435 -0.568 0.10 0.06 -0.07 -0.3376
N -0.235 -2.384 0.120 -0.25 0.09 -0.01 0.0739
C 0.455 -2.575 1.265 0.05 -0.03 0.10 -0.5229
O 0.901 -1.549 1.852 -0.18 -0.02 0.00 -0.0950
N -1.320 -3.223 -1.730 -0.10 0.06 0.05 0.2069
H 1.445 -5.017 3.285 -0.01 0.00 -0.01 0.1071
H 1.058 -3.355 3.779 -0.03 0.01 0.00 0.1069
H 2.499 -3.672 2.797 0.01 0.01 -0.03 0.1128
H 0.343 -5.858 1.534 0.02 0.02 0.02 0.1564
H -0.927 -5.610 -0.577 0.01 0.00 0.01 0.1364
H -1.670 -3.992 -2.278 0.03 0.01 -0.01 0.1397
H -1.345 -2.303 -2.136 0.04 -0.05 -0.02 0.1139
Br -3.463 3.103 3.566 -0.02 0.18 0.27 1.2309
C -3.291 2.096 2.086 0.03 -0.02 -0.02 -0.6124
C -4.402 1.849 1.246 0.12 -0.05 -0.03 -0.0110
C -4.183 1.071 0.143 0.11 -0.06 -0.06 0.0408
C -2.892 0.573 -0.095 -0.02 0.02 -0.01 0.0000
N -1.822 0.810 0.704 -0.02 0.10 -0.09 -0.0653
C -2.002 1.555 1.775 -0.21 -0.04 -0.15 -0.0896
H -5.378 2.261 1.471 0.02 0.02 0.06 0.1458
H -4.986 0.837 -0.543 0.04 -0.03 -0.04 0.1490
H -2.699 -0.040 -0.966 0.01 -0.01 0.00 0.1293
H -1.150 1.748 2.415 -0.02 0.04 0.04 0.1298
```
Forces are in eV/Å.

HOMO-LUMO gap (spin up / spin down): 7.18 / 3.69 eV
<S²>: 6.049
largest force on an atom: 0.77 eV/Å
2S+1: 5
total charge: +3
E_HOMO (spin up / spin down): -17.04 / -17.43 eV



Entry 3:
The following is a DFT calculation (wB97M-V/def2-TZVPD) of C25H33I2OP2ScSi as an isolated structure at a distorted geometry.

The geometry in XYZ format:
```
65
Properties=species:S:1:pos:R:3:forces:R:3:lowdin_charge:R:1
I -0.089 -1.410 -7.216 -0.01 1.25 -0.31 0.1990
I -0.125 1.352 -6.803 0.02 -1.19 -0.45 0.1507
Sc -0.132 0.472 -1.333 0.17 0.27 4.32 0.4014
P -2.588 -0.056 -1.952 -1.65 -0.60 0.07 0.8019
C -3.281 -0.072 -3.630 0.23 0.19 -0.36 -0.2333
C -3.390 -1.507 -1.199 0.24 -0.36 0.19 -0.2154
H -4.480 -1.399 -1.258 0.22 0.04 -0.07 0.0742
H -4.511 1.068 -1.041 0.15 0.09 -0.04 0.0712
H -3.092 -1.620 -0.151 -0.10 0.08 -0.17 0.0177
H -3.052 1.454 -0.092 -0.08 -0.12 -0.08 0.0408
H -2.952 -0.969 -4.165 -0.11 0.04 0.15 0.0605
H -3.090 -2.416 -1.730 -0.07 0.09 0.03 0.0667
C -3.444 1.304 -1.104 0.01 0.44 0.05 -0.2299
H -4.378 -0.047 -3.593 0.31 -0.01 0.04 0.0767
H -3.308 2.241 -1.652 -0.08 -0.06 0.03 0.0611
H -2.910 0.783 -4.207 -0.16 -0.03 0.08 0.0516
P 2.372 -0.056 -1.987 1.79 -0.39 0.34 0.8081
C 3.005 -0.285 -3.683 -0.20 -0.05 -0.33 -0.2467
C 3.320 1.408 -1.393 -0.35 0.34 0.20 -0.2295
H 2.895 -1.444 -0.029 0.17 0.06 -0.42 0.0149
H 4.308 -1.289 -1.118 -0.36 0.05 -0.15 0.0718
H 2.950 -2.377 -1.541 0.07 0.17 0.08 0.0620
C 3.215 -1.416 -1.082 -0.36 -0.29 0.23 -0.2309
H 2.817 1.868 -0.525 0.29 -0.15 -0.29 0.0239
H 4.338 1.110 -1.098 -0.34 0.07 -0.18 0.0706
H 4.106 -0.349 -3.711 -0.50 0.07 0.14 0.0797
H 2.666 0.540 -4.321 0.16 -0.05 0.07 0.0477
H 3.372 2.165 -2.185 0.04 -0.12 0.12 0.0618
H 2.581 -1.202 -4.115 0.18 0.14 0.13 0.0558
C -0.108 0.006 -3.286 0.05 -3.17 -7.18 -0.2367
O -0.133 -0.560 -4.304 0.06 2.18 4.30 -0.1432
C -0.631 4.361 1.424 -0.08 -0.31 0.12 -0.0279
C -0.491 3.875 0.124 0.45 -0.07 -0.49 -0.0494
C -0.084 2.552 -0.115 -0.21 0.34 1.20 -0.1844
C 0.004 1.638 0.996 0.34 0.18 -1.02 -0.2767
C -0.150 2.152 2.300 -0.34 0.52 -0.10 -0.0790
C -0.445 3.507 2.521 0.15 -0.25 -0.65 -0.0094
Si 0.370 -0.275 1.076 0.38 0.20 -0.78 0.6973
C 1.722 -0.573 2.266 0.16 0.01 0.00 -0.3273
C 2.935 0.114 2.161 0.50 -0.34 0.56 -0.1071
C 3.979 -0.176 3.052 -0.45 0.04 -0.14 -0.0506
C 3.791 -1.126 4.072 -0.11 0.13 -0.17 -0.0429
C 2.559 -1.783 4.184 -0.07 0.03 0.01 -0.0484
C 1.529 -1.515 3.277 0.34 -0.07 0.20 -0.0720
C -1.137 -1.195 1.598 -0.37 -0.15 -0.12 -0.3524
C -1.132 -2.594 1.422 -0.51 0.11 0.25 -0.1216
C -2.155 -3.370 1.971 0.09 0.09 -0.04 -0.0562
C -3.200 -2.756 2.675 0.22 0.27 -0.04 -0.0465
C -3.226 -1.364 2.812 0.03 0.12 -0.02 -0.0518
C -2.196 -0.582 2.275 -0.24 -0.46 0.04 -0.0935
H -0.858 5.414 1.587 -0.06 -0.31 -0.09 0.1268
H -0.642 4.521 -0.745 0.17 0.01 0.42 0.1264
H 0.288 2.386 -1.190 -0.45 0.68 1.10 0.0873
H -0.025 1.490 3.169 -0.10 0.27 -0.45 0.1247
H -0.534 3.886 3.536 0.05 -0.06 -0.20 0.1274
H 3.053 0.871 1.384 0.16 -0.16 0.26 0.0849
H 4.918 0.360 2.945 -0.08 -0.15 0.15 0.1116
H 4.604 -1.339 4.785 -0.50 0.12 -0.45 0.1236
H 2.373 -2.502 4.984 0.21 0.20 -0.21 0.1177
H 0.565 -2.026 3.342 0.43 0.07 0.20 0.1014
H -0.321 -3.062 0.868 -0.10 -0.05 0.14 0.1113
H -2.131 -4.456 1.866 -0.04 0.31 0.02 0.1194
H -3.984 -3.360 3.133 0.20 0.16 -0.19 0.1198
H -4.035 -0.870 3.355 0.22 -0.26 -0.16 0.1185
H -2.197 0.500 2.393 -0.15 -0.21 0.09 0.0949
```
Forces are in eV/Å.

HOMO-LUMO gap (spin up / spin down): 5.57 / 5.57 eV
largest force on an atom: 7.85 eV/Å
total charge: +2
E_HOMO (spin up / spin down): -13.21 / -13.21 eV



Entry 4:
The following is a DFT calculation (wB97M-V/def2-TZVPD) of C13H26HgNO3P2 as an isolated structure at a distorted geometry.

The geometry in XYZ format:
```
46
Properties=species:S:1:pos:R:3:forces:R:3:lowdin_charge:R:1
Hg 1.045 -0.657 0.182 0.18 0.05 -0.52 0.7101
P 0.253 -0.982 -2.203 -1.02 0.97 0.45 0.7776
C -1.100 0.156 -2.238 0.56 -0.34 0.26 -0.2932
C -1.791 0.504 -1.042 -0.07 -0.37 0.53 -0.3661
N -1.203 0.257 0.185 0.28 0.63 -0.77 -0.0089
C -1.793 0.586 1.335 -1.21 0.15 -0.01 -0.3517
C -3.089 1.117 1.362 0.98 -0.25 0.59 -0.0399
C -3.732 1.351 0.142 0.17 0.01 -0.52 -0.0549
C -3.102 1.071 -1.057 0.27 -0.14 0.15 -0.0262
C -1.056 0.288 2.640 0.43 -0.08 0.25 -0.2670
P 0.781 0.285 2.478 -0.51 -0.63 -0.59 0.7684
H -3.568 1.226 -2.038 0.04 0.04 0.59 0.1179
H -3.543 1.332 2.332 0.02 0.02 -0.48 0.1142
H -4.733 1.769 0.140 0.07 -0.06 -0.02 0.1144
H -1.279 1.038 3.421 -0.26 -0.40 -0.31 0.1027
H -1.314 -0.725 3.015 -0.05 0.53 -0.14 0.1046
H -0.428 2.848 -2.800 0.34 0.17 0.27 0.0136
H -1.573 0.373 -3.207 0.42 -0.07 0.43 0.0759
H 2.247 3.343 -1.155 0.31 -0.10 0.17 0.0232
O 0.168 3.606 -2.661 -0.48 -0.16 -0.59 -0.0686
H -0.035 4.178 -3.422 0.26 -0.14 0.47 0.0522
H 2.611 -0.092 -0.177 -0.24 0.32 -0.14 -0.0395
O 3.021 3.047 -0.640 -0.57 -0.04 0.04 -0.0771
H 2.649 2.703 0.185 0.14 0.14 -0.38 -0.0169
C 1.286 2.026 2.580 0.26 0.02 -0.04 -0.2372
H 0.955 2.403 3.569 0.25 0.00 -0.55 0.0692
H 2.389 2.099 2.482 -0.63 0.02 0.16 0.0632
H 0.809 2.603 1.763 0.17 -0.31 0.49 0.0649
C 1.472 -0.607 3.896 0.01 0.10 0.33 -0.2458
H 2.580 -0.563 3.848 -0.67 0.00 0.10 0.0653
H 1.103 -0.117 4.822 0.36 -0.44 -0.38 0.0677
H 1.150 -1.668 3.860 0.15 0.65 0.08 0.0553
C -0.375 -2.632 -2.643 0.36 -0.39 -0.01 -0.2359
H -0.777 -2.556 -3.669 0.18 -0.11 0.39 0.0686
H 0.427 -3.389 -2.601 -0.35 0.20 -0.16 0.0481
H -1.189 -2.913 -1.954 0.34 0.25 -0.37 0.0512
C 1.609 -0.513 -3.320 -0.03 -0.27 -0.01 -0.2467
H 2.382 -1.304 -3.314 -0.35 0.42 -0.13 0.0585
H 1.177 -0.397 -4.329 0.30 -0.03 0.30 0.0630
H 2.048 0.441 -2.975 -0.29 -0.48 -0.15 0.0508
C 0.981 -3.817 0.512 0.69 -0.84 0.03 -0.0664
C -0.046 -2.742 0.507 -1.97 0.71 0.14 -0.4276
O -1.233 -2.756 0.642 1.92 -0.33 -0.09 0.0793
H 1.719 -3.592 1.312 -0.46 -0.15 -0.39 0.0917
H 1.566 -3.808 -0.436 -0.52 0.08 0.60 0.0890
H 0.531 -4.822 0.675 0.22 0.66 -0.09 0.1091
```
Forces are in eV/Å.

HOMO-LUMO gap (spin up / spin down): 5.05 / 4.71 eV
largest force on an atom: 2.09 eV/Å
total charge: +1
E_HOMO (spin up / spin down): -9.97 / -9.86 eV



Entry 5:
The following is a DFT calculation (wB97M-V/def2-TZVPD) of an isolated ion of composition C2H2BrO2S2 and charge -1 at a distorted geometry.

The geometry in XYZ format:
```
9
Properties=species:S:1:pos:R:3:forces:R:3:lowdin_charge:R:1
O -0.110 0.779 -1.717 0.38 1.11 -1.89 -0.0452
C -0.707 0.267 -0.819 2.96 0.64 1.77 -0.8010
O -1.760 -0.220 -0.610 -3.59 -1.03 -0.07 -0.0428
C 0.404 0.115 0.691 -1.29 -0.15 -1.98 -1.4995
S 2.014 -0.053 -0.048 0.79 -0.02 0.43 0.5856
S -0.275 -1.317 1.452 -0.63 -0.77 0.25 0.5463
Br 0.177 1.747 1.848 0.24 -0.35 -0.39 0.4397
H 1.665 0.066 -1.363 -0.16 0.21 0.75 -0.1170
H -1.408 -1.384 0.566 1.30 0.37 1.12 -0.0661
```
Forces are in eV/Å.

HOMO-LUMO gap: 7.92 eV
SMILES: O=C([O-])C(S)(S)Br
largest force on an atom: 3.74 eV/Å
total charge: -1
E_HOMO: -4.65 eV



Entry 6:
The following is a DFT calculation (wB97M-V/def2-TZVPD) of a 2-piece molecular cluster, C5H14 overall at a distorted geometry.

The geometry in XYZ format:
```
19
Properties=species:S:1:pos:R:3:forces:R:3:lowdin_charge:R:1
C -1.338 -2.030 2.113 0.53 0.18 -0.34 -0.1205
C -0.390 -1.054 1.401 0.19 -0.07 0.26 -0.3238
C 0.396 -1.730 0.295 -0.43 -0.37 -1.05 -0.1347
H -0.764 -2.669 2.787 -0.11 -0.08 -0.03 0.0702
H -1.833 -2.664 1.374 -0.14 0.00 0.11 0.0680
H -2.079 -1.494 2.692 -0.22 0.01 0.15 0.0611
H -0.938 -0.205 0.993 -0.13 -0.02 -0.07 0.0915
H 0.302 -0.636 2.135 0.01 0.08 0.05 0.0962
H 1.012 -1.068 -0.316 0.27 0.14 0.46 0.0493
H 0.972 -2.596 0.614 0.24 0.15 0.29 0.0717
H -0.291 -2.139 -0.455 -0.21 -0.04 0.15 0.0704
C -0.006 2.733 -1.745 0.24 0.60 -0.33 -0.1621
C 1.318 1.975 -1.898 -0.06 -0.42 0.67 -0.1626
H -0.482 2.911 -2.715 0.00 -0.13 0.16 0.0609
H -0.713 2.232 -1.100 -0.20 -0.21 0.08 0.0469
H 0.168 3.732 -1.319 -0.06 -0.30 -0.02 0.0630
H 1.440 1.481 -2.856 0.07 0.29 -0.29 0.0597
H 2.156 2.618 -1.663 0.27 0.18 -0.42 0.0568
H 1.423 1.162 -1.178 -0.26 0.00 0.17 0.0381
```
Forces are in eV/Å.

HOMO-LUMO gap: 12.56 eV
SMILES: CCC.CC
largest force on an atom: 1.19 eV/Å
total charge: 0
E_HOMO: -11.41 eV